No. 1
DFT (the ωB97M-V functional and the def2-TZVPD basis) results for C11H15NO5 in the gas phase.

Calculated values
Energy relative to the best compared isomer or geometry (same formula, charge and spin), kcal/mol: 22.6
SMILES string: COc1ccccc1OC[C@@H](O)COC(N)=O
Net charge: 0
HOMO level, eV: -8.097
E_LUMO, eV: 0.7

XYZ file:
```
32
Properties=species:S:1:pos:R:3:forces:R:3:mulliken_charge:R:1
C 0.919264 2.649274 -2.079341 0.0 0.1 0.0 -0.739
H 0.761129 -1.279624 2.758761 0.0 0.0 -0.1 0.320
H -3.442393 1.651875 2.697067 0.1 0.0 0.0 0.259
H 2.457314 3.488347 -0.846132 0.1 0.1 0.0 0.380
H 0.669297 0.173134 1.705775 0.0 -0.1 0.1 0.324
C 1.917027 2.597597 -1.126830 0.0 0.0 0.0 -0.578
O -1.041788 -0.380644 2.726308 -0.3 -0.1 0.2 -0.459
H -1.441997 -2.624188 1.879185 0.0 0.0 -0.1 0.391
O -0.084210 -0.898994 -2.192680 0.4 0.2 0.3 -0.323
H -2.992371 0.396100 3.803126 0.0 0.0 0.0 0.206
O 1.967195 -0.892573 -0.180405 0.1 0.4 -0.3 -0.513
O -1.459464 1.233938 1.188803 0.2 0.2 -0.3 -0.571
H 0.829416 -2.492531 -0.873236 0.1 0.0 0.2 0.315
C -0.163751 -1.620952 0.824808 0.3 0.7 0.1 0.630
N -2.884068 0.845153 2.911379 -0.2 0.0 0.3 -0.403
H -1.579306 -1.861663 -3.096730 0.0 0.1 0.0 0.268
C 0.538165 0.272980 -1.844613 0.0 -0.1 0.0 0.885
C -1.760151 0.632160 2.184905 -0.1 -0.1 0.1 0.662
H -0.916917 -0.516799 -4.056396 0.0 0.0 0.1 0.339
C 1.533051 0.223918 -0.852810 0.1 0.1 0.0 0.261
C 2.210407 1.391742 -0.520487 -0.1 -0.2 0.0 -0.211
C 0.154681 -0.733425 2.033971 0.4 0.0 -0.6 -0.491
H 0.663282 3.582527 -2.557156 0.0 0.1 0.0 0.384
H -1.975431 -0.180949 -2.654291 0.0 0.0 0.0 0.403
O -0.757614 -2.833321 1.231579 -0.1 -0.3 0.1 -0.608
H -0.850462 -1.066336 0.168746 0.2 -0.1 0.1 0.077
C 1.112471 -1.985112 0.052964 -0.6 -0.6 0.3 -0.891
C -1.197777 -0.842276 -3.049340 -0.2 0.0 -0.2 -1.009
C 0.240270 1.496444 -2.431456 -0.1 -0.1 0.0 -0.567
H 1.702473 -2.671110 0.667379 -0.1 0.0 0.0 0.443
H -0.528456 1.556965 -3.184960 -0.1 -0.1 -0.1 0.384
H 2.978461 1.320749 0.234185 0.1 0.0 0.1 0.433
```
Forces are in eV/Å.


No. 2
DFT (the ωB97M-V functional and the def2-TZVPD basis) results for 2 unconnected molecules or ions with the total composition C11H15NS in a non-equilibrium geometry.

Calculated values
Energy relative to the best compared isomer or geometry (same formula, charge and spin), kcal/mol: 62.9
SMILES string: Cc1c[nH]c2ccccc12.CSC
Net charge: 0
HOMO level, eV: -7.664
E_LUMO, eV: 0.7

XYZ file:
```
28
Properties=species:S:1:pos:R:3:forces:R:3:mulliken_charge:R:1
C -3.898912 -3.445978 -0.407093 1.2 -1.0 0.3 -0.848
H -4.044721 -3.557242 -1.456604 -0.7 1.6 -1.2 0.381
H 0.609550 4.057675 0.010167 -2.2 0.7 -1.4 0.346
H 1.721917 1.325148 -3.639692 -0.8 0.7 -4.1 0.497
N 1.912959 0.088979 1.268987 0.0 2.1 -0.4 -0.009
H -1.990790 -2.896361 1.488106 -1.6 0.7 0.9 0.228
C 2.286421 -0.290765 -2.366466 -0.6 0.7 -2.3 -0.345
H 2.953967 -1.666390 -0.806860 -0.9 1.1 -0.2 0.296
H -3.470005 -2.464006 2.857111 1.9 -0.6 -2.2 0.226
H 1.908306 4.386432 0.901121 1.7 0.4 0.0 0.331
C 1.066952 3.749785 0.880088 1.2 -1.9 2.9 -1.313
C -2.840826 -2.219329 1.855573 -2.5 -2.9 1.0 -0.724
C 2.182991 0.276259 -0.081126 -0.2 1.0 0.3 -0.088
H -4.559882 -4.240946 -0.074651 0.7 -0.5 0.7 0.284
C 1.843933 1.630703 -0.424812 -0.8 -0.3 2.1 1.059
H -2.794398 -3.595161 -0.410302 -0.8 -0.7 0.7 0.220
C 1.951444 1.066283 -2.711635 0.0 -1.2 4.8 -0.706
C 1.671900 2.042673 -1.733182 0.6 -1.3 -1.4 -0.541
H 1.148389 1.444631 2.790891 -0.3 -0.3 1.7 0.453
C 1.432398 2.292502 0.809958 0.7 -2.0 0.6 0.624
H 0.683587 3.895556 1.905905 -1.0 0.4 -0.9 0.312
H -2.463431 -1.324924 2.171160 1.2 2.7 0.0 0.309
S -4.171822 -1.985041 0.582379 0.5 0.8 -0.2 -0.077
H 2.061255 -0.705228 1.826913 0.3 -1.0 0.3 0.146
H 1.208318 2.994924 -2.041836 0.6 -0.4 0.4 0.216
C 1.471261 1.293935 1.817808 0.5 2.0 -4.0 -0.915
H 2.125897 -1.031416 -3.260905 1.1 1.2 2.0 0.229
C 2.542517 -0.643549 -1.049361 0.2 -1.8 -0.5 -0.589
```
Forces are in eV/Å.


No. 3
DFT (the ωB97M-V functional and the def2-TZVPD basis) results for C11H15NSi in the gas phase in a non-equilibrium geometry.

Calculated values
Energy relative to the best compared isomer or geometry (same formula, charge and spin), kcal/mol: 29.7
SMILES string: C/N=C1\C[Si](C)(C)c2ccccc21
Net charge: 0
HOMO level, eV: -8.614
E_LUMO, eV: 0.8

XYZ file:
```
28
Properties=species:S:1:pos:R:3:forces:R:3:mulliken_charge:R:1
C 2.241844 1.701237 0.253010 2.4 1.7 0.9 -0.084
H 2.235251 2.863799 0.498874 -0.5 -2.6 -0.9 0.223
H 4.466556 1.762508 0.012583 -0.9 0.1 1.1 0.270
H 2.963820 -2.142549 -0.558570 -0.5 1.2 0.9 0.314
H -1.384935 -3.237270 -0.668756 -1.5 0.5 -1.4 0.346
H -1.918379 -1.224827 -0.362966 0.4 -0.1 0.1 0.415
H -0.202007 -4.547190 -0.499570 -1.0 0.7 1.2 0.306
H -1.099528 -3.666636 0.968196 -0.2 -1.1 0.3 0.335
H -2.502270 0.769851 1.770438 -1.1 -0.2 -0.2 0.407
H -1.000080 2.675532 -2.046930 0.8 -0.1 -2.1 0.420
H -1.419882 3.257623 -0.591743 0.0 0.5 0.7 0.337
H -0.890239 0.445389 2.186223 0.0 0.5 0.4 0.309
C 3.838654 -0.226508 0.009996 -1.8 0.3 0.0 -0.359
C 2.776894 -1.096387 -0.178645 -0.8 -0.1 -0.4 -0.508
C -0.978165 -0.789431 -0.731162 -0.5 0.1 -2.0 -0.800
Si -0.775853 1.009889 -0.100262 0.9 -0.2 0.8 0.241
C -1.460240 2.354845 -1.176193 -2.0 -0.2 1.6 -1.124
H -1.519266 2.152518 2.133759 0.3 0.4 0.1 0.351
C 1.171530 0.860776 0.064591 -0.9 -2.4 -0.2 0.001
C 0.297405 -1.514469 -0.284855 0.4 3.3 0.0 0.646
C 1.488566 -0.570049 -0.103278 -1.3 0.9 -0.6 0.313
C 3.568442 1.144468 0.244719 1.0 -0.3 -1.6 -0.617
N 0.475742 -2.661447 0.134372 -1.1 -3.3 -0.1 -0.579
H 4.736302 -0.787614 -0.125635 1.3 1.0 0.1 0.376
C -1.528374 1.181564 1.672331 1.3 -1.2 -1.2 -1.168
H -2.574438 2.206805 -1.288192 1.1 0.0 -0.3 0.307
H -1.121767 -0.831640 -1.907225 0.6 0.3 2.2 0.282
C -0.679814 -3.636931 -0.021786 3.4 0.3 0.2 -0.960
```
Forces are in eV/Å.


No. 4
DFT (the ωB97M-V functional and the def2-TZVPD basis) results for C11H15O3P in the gas phase in a non-equilibrium geometry.

Calculated values
Energy relative to the best compared isomer or geometry (same formula, charge and spin), kcal/mol: 0.0
Multiplicity: 3
Net charge: 0
HOMO level (alpha / beta), eV: -5.976 / -9.344
E_LUMO (alpha / beta), eV: 0.7 / -3.6

XYZ file:
```
30
Properties=species:S:1:pos:R:3:forces:R:3:lowdin_spin:R:1
H -4.465116 2.409170 1.041206 0.4 -0.8 -0.9 0.001
C -3.260902 0.634190 0.636690 -0.6 -0.8 -0.4 0.001
H -0.523486 3.110476 0.777411 3.0 1.3 0.0 0.001
O 0.044373 -1.396563 2.283107 -1.1 -1.2 0.4 0.228
P 0.202828 -0.240867 3.181805 2.8 0.2 0.3 0.410
H 2.027335 1.306523 -1.254741 -0.2 0.4 0.3 0.002
C -1.172744 2.336022 0.655609 0.0 -1.3 0.6 0.028
H -4.056863 -0.029679 0.530567 -1.4 -1.0 0.2 0.000
C 1.447481 0.452801 -1.579307 -1.1 -0.4 1.5 0.043
H 2.088699 -0.068710 -2.215127 0.9 -1.1 -1.4 0.006
H 0.514052 0.725286 -2.128142 0.8 0.1 0.5 0.000
O 1.378379 -0.486367 4.330203 -1.6 2.0 -0.6 0.113
O 1.163035 0.755156 1.628136 2.4 1.1 4.7 0.459
H -0.284362 -2.229332 -0.152496 0.6 1.2 -1.9 0.000
C -2.413488 2.830850 0.821978 -2.1 0.4 -0.4 0.002
H -0.739655 -1.036500 -1.452775 -1.4 0.8 -0.3 0.001
H 0.506056 -2.090342 -1.808064 0.7 -0.1 0.1 0.004
C 0.478987 0.350946 0.674915 -4.1 0.1 -3.1 0.482
C 0.086509 -1.496304 -1.002633 -0.7 -2.5 2.5 0.016
C -3.491748 1.963575 0.734742 -1.1 1.9 1.6 0.022
C 1.046303 -0.534420 -0.358593 2.0 -0.4 -2.6 0.078
C 2.273820 -1.401995 0.182226 -0.1 0.0 -1.1 0.009
C -2.001765 0.117734 0.597727 1.7 -2.9 -0.4 0.027
H 2.509474 -2.465701 -0.245347 -0.9 2.2 0.2 0.000
H 1.876498 -1.284444 4.405306 0.3 -1.1 -0.4 0.006
H -1.635759 -0.978606 0.574048 -1.8 1.8 0.1 0.001
H 3.155634 -0.785828 0.124546 0.6 0.1 -0.2 0.000
C -0.929392 0.947255 0.601222 2.0 0.9 -0.3 0.057
H -2.635085 3.894494 0.987702 0.5 -0.5 -0.1 0.000
H 2.113847 -1.528188 1.217488 -0.2 -0.4 1.2 0.004
```
Forces are in eV/Å.


No. 5
DFT (the ωB97M-V functional and the def2-TZVPD basis) results for a molecular structure, C11H15O5PPr in a non-equilibrium geometry.

Calculated values
Multiplicity: 3
Net charge: +3
HOMO level (alpha / beta), eV: -20.781 / -20.775
E_LUMO (alpha / beta), eV: -13.9 / -13.5

XYZ file:
```
33
Properties=species:S:1:pos:R:3:forces:R:3:lowdin_spin:R:1
C 1.209031 -0.993069 -2.228998 4.6 -4.1 -0.4 -0.004
H -2.884912 1.066369 0.717565 -0.1 -0.1 0.1 0.000
H -0.190180 -3.171955 2.409269 0.0 0.1 -0.2 0.000
C -2.188283 2.986014 -2.303724 -3.0 3.8 -0.6 -0.004
O 2.136722 -1.675819 -2.282414 -3.9 2.7 0.4 0.002
H 2.053344 -0.281117 2.837332 0.0 0.4 -0.2 0.000
H 1.304102 1.334790 2.824654 0.4 -0.1 -0.1 0.000
H -2.925905 1.108726 2.488035 0.1 -0.1 -0.3 0.000
C -1.732843 -1.396244 -2.082157 -3.4 -6.0 0.3 -0.004
H 0.616413 -2.262452 0.189461 -0.1 0.0 0.1 0.000
O -2.312037 -2.396908 -2.023742 2.8 4.8 -0.2 0.001
H 3.019419 1.153413 2.450924 -0.3 -0.2 -0.2 0.000
C 1.915598 1.373543 -2.430834 6.1 1.3 -0.5 -0.005
C 2.032786 0.688278 2.320305 -0.1 0.0 0.4 -0.001
H -0.721670 1.963696 1.571867 -0.1 -0.2 0.2 0.000
C 1.718403 0.549283 0.819857 0.5 0.4 -0.6 -0.003
C -0.122963 -1.731531 0.805953 -0.3 -0.4 -0.8 -0.002
H 1.076553 -1.978724 2.627578 -0.2 -0.1 -0.2 0.000
O 0.174842 0.038159 -8.433290 0.0 0.1 3.0 0.000
Pr -0.540774 0.801491 -2.361372 -1.2 1.5 -0.3 2.044
C 0.168906 0.076484 -7.291302 0.0 -0.1 -2.9 0.000
H 1.879444 1.525371 0.338343 0.1 0.0 0.1 0.000
H -0.614295 -1.553570 2.941607 0.0 -0.1 -0.1 0.000
H -2.679074 -0.438267 1.673839 0.0 0.3 -0.1 0.000
H 2.414468 -0.148054 0.341037 0.0 0.0 0.0 0.000
C -2.441904 0.634102 1.622318 -0.3 -0.1 0.2 0.000
H -1.108946 -2.067203 0.448367 0.2 0.0 0.2 0.000
C -0.943763 0.890235 1.676548 -0.5 0.7 -0.4 -0.004
P 0.007519 0.049781 0.354795 0.5 -0.7 2.2 -0.018
C 0.048944 -2.113147 2.277916 0.2 0.1 0.3 -0.001
H -0.533424 0.568916 2.641662 0.1 -0.1 -0.4 -0.001
O 3.053754 1.515569 -2.516709 -4.7 -0.5 0.4 0.001
O -2.889284 3.883827 -2.424675 2.6 -3.4 0.5 0.000
```
Forces are in eV/Å.


No. 6
DFT (the ωB97M-V functional and the def2-TZVPD basis) results for a molecular structure, C11H15OP in a non-equilibrium geometry.

Calculated values
Energy relative to the best compared isomer or geometry (same formula, charge and spin), kcal/mol: 52.5
Net charge: 0
HOMO level (alpha / beta), eV: -7.979 / -8.042
E_LUMO (alpha / beta), eV: -1.2 / -1.1

XYZ file:
```
28
Properties=species:S:1:pos:R:3:forces:R:3:mulliken_charge:R:1
H -0.520701 -1.170041 0.064200 0.1 -0.1 -0.1 0.416
H -3.089027 0.949388 1.829207 0.0 0.0 0.1 0.415
H -1.022027 -0.581402 1.654029 0.0 0.0 0.1 0.446
C 2.687063 0.108434 0.087976 -2.7 1.0 -0.1 0.474
C 4.545679 -0.635293 -1.136044 -0.1 0.0 -0.1 -0.426
O 1.169505 2.637733 -0.094016 1.0 0.9 -0.1 -0.608
C 4.798924 0.214201 1.101805 0.0 0.0 0.0 -0.351
P 0.542505 1.315790 -0.091400 -1.0 0.1 0.1 0.619
H -1.541890 2.315690 -0.673086 0.1 0.3 0.1 0.311
C 5.347054 -0.321037 -0.054526 0.2 0.0 0.1 -0.496
C -2.563895 -0.146560 -1.404535 0.1 0.0 0.2 -1.600
H -3.998661 -0.282277 0.945815 -0.1 0.0 0.0 0.423
C -1.377734 -0.878719 0.669015 -0.2 0.1 0.0 -1.977
C -3.376575 0.606530 0.837914 0.1 -0.1 0.0 -1.789
H -1.694228 -0.413899 -2.002543 0.1 0.0 -0.1 0.335
H -2.023583 -1.749502 0.781311 0.0 0.0 0.0 0.459
H -3.094709 0.661954 -1.902149 0.0 0.1 -0.1 0.430
H 6.415529 -0.474328 -0.110589 0.0 0.0 0.0 0.369
H -3.964314 1.387062 0.359102 -0.1 0.1 0.0 0.411
H -3.225350 -1.009093 -1.349005 -0.1 -0.1 0.0 0.395
H 5.436015 0.467923 1.936183 0.0 0.0 0.1 0.355
H 4.976370 -1.028650 -2.046454 0.0 0.0 0.0 0.354
C -2.127265 0.274784 0.004596 -0.3 -0.1 0.2 2.253
H 2.990181 0.918832 2.046227 0.0 0.0 0.0 0.381
C 3.171201 -0.416382 -1.074158 0.0 -0.2 -0.2 -0.431
H 2.539279 -0.640234 -1.919525 -0.1 0.0 0.0 0.397
C 3.433623 0.456094 1.176532 -0.1 0.2 0.4 -0.514
C -1.275717 1.506101 -0.003299 3.1 -2.1 -0.3 -1.051
```
Forces are in eV/Å.